{"formula": "C3H3CoFO3", "method": "the ωB97M-V functional and the def2-TZVPD basis", "s2": 6.0103, "charge": 1, "total_energy_ev": -49633.793, "de_lowest_ev": 1.458, "fmax_ev_per_a": 5.81, "spin_multiplicity": 5, "symbols": ["C", "C", "F", "H", "H", "H", "O", "C", "O", "O", "Co"], "coordinates": [[-0.83, 0.85, 0.01], [-1.29, -0.41, -0.60], [-1.30, 1.01, 1.28], [-0.80, 1.77, -0.58], [-1.01, -0.55, -1.64], [-2.12, -0.93, -0.12], [0.22, -1.54, 0.50], [1.15, -0.73, 0.55], [2.39, -0.94, 0.41], [0.86, 0.58, 0.19], [2.72, 0.89, 0.01]]}